1.
A 2-piece molecular cluster, C17H31Br2Cl3O3P overall. Source: the Open Molecules 2025 dataset; level of theory: ωB97M-V with the def2-TZVPD basis set.

Geometry as XYZ:
```
57
Properties=species:S:1:pos:R:3:forces:R:3:nbo_charge:R:1
C -0.2254 0.7661 3.8829 -0.157 -0.082 0.140 -0.610
C 1.1056 0.3976 3.2317 0.275 0.032 -0.232 -0.416
C 1.3796 -1.1224 3.1598 -0.283 -0.119 0.086 -0.416
C 1.6795 -1.7213 1.7663 0.267 0.134 -0.124 -0.773
P 0.2655 -2.0507 0.6756 -0.163 -0.091 -0.090 1.601
C -0.3109 -0.3771 0.1393 -0.022 0.175 0.189 -0.531
Cl -1.7782 -0.3975 -0.8639 -0.064 -0.067 0.119 0.014
C 0.7713 0.4327 -0.5933 0.137 -0.237 0.050 -0.417
C 0.4082 1.9210 -0.7345 -0.025 0.060 0.106 -0.625
C -1.0142 -2.7918 1.7874 -0.096 0.286 0.092 -0.565
Cl -2.5347 -3.1540 0.9447 -0.056 0.129 0.062 0.038
C -0.6586 -3.9663 2.7460 -0.130 -0.122 -0.146 -0.202
C 0.7956 -4.3471 2.9806 -0.004 -0.101 0.186 -0.644
Cl -1.4211 -3.5743 4.3258 -0.020 -0.037 -0.009 -0.029
C 0.8167 -2.9308 -0.8781 0.026 0.308 -0.138 -0.610
Br 2.5661 -3.7265 -0.5915 0.045 -0.109 0.017 0.103
C -0.0538 -3.8998 -1.6992 0.035 0.058 -0.156 -0.268
C -1.2621 -3.2916 -2.4105 0.151 0.020 -0.080 -0.642
Br -0.5604 -5.4699 -0.6817 0.100 -0.162 0.139 0.036
H -0.3935 0.1893 4.8021 0.077 0.120 -0.183 0.221
H -0.2535 1.8245 4.1535 -0.004 -0.111 -0.092 0.235
H -1.0844 0.5784 3.2222 0.144 -0.023 0.102 0.189
H 1.9280 0.8607 3.7864 -0.172 -0.021 -0.039 0.231
H 1.1636 0.8380 2.2269 0.001 -0.012 0.156 0.191
H 0.5491 -1.6643 3.6333 0.190 0.171 -0.086 0.216
H 2.2551 -1.3658 3.7723 -0.114 0.053 -0.111 0.243
H 2.1939 -2.6796 1.8583 -0.051 0.275 0.005 0.290
H 2.3553 -1.0766 1.1956 -0.003 -0.079 0.113 0.267
H -0.5835 0.1138 1.0838 0.049 -0.026 -0.189 0.263
H 1.7138 0.3372 -0.0484 -0.048 0.040 -0.090 0.216
H 0.9332 -0.0235 -1.5786 -0.064 0.152 0.157 0.217
H 0.4968 2.2444 -1.7689 0.000 -0.015 0.102 0.258
H -0.6129 2.1284 -0.3995 0.131 -0.051 -0.063 0.214
H 1.0919 2.5443 -0.1503 -0.140 -0.108 -0.077 0.229
H -1.2511 -1.9139 2.4079 0.154 -0.146 -0.124 0.282
H -1.2178 -4.8272 2.3736 0.233 0.096 0.012 0.257
H 0.8182 -5.2815 3.5492 -0.039 0.151 -0.127 0.257
H 1.3262 -3.5937 3.5728 -0.143 -0.301 -0.166 0.221
H 1.3130 -4.5169 2.0324 -0.070 -0.117 0.054 0.220
H 1.0327 -2.0820 -1.5439 -0.085 -0.178 0.155 0.271
H 0.6387 -4.3042 -2.4458 -0.165 0.178 0.137 0.253
H -2.1391 -3.2389 -1.7705 0.071 0.024 0.018 0.237
H -1.5070 -3.9019 -3.2847 0.040 0.043 0.200 0.247
H -1.0295 -2.2781 -2.7549 0.006 -0.205 -0.039 0.224
C -2.1875 5.7728 -2.6559 -0.025 -0.034 -0.051 -0.627
C -0.7671 5.8342 -3.1426 0.213 0.077 -0.012 0.066
C -0.5494 5.6067 -4.6296 -0.065 -0.082 0.020 -0.095
O 0.7375 4.9744 -4.6649 -0.015 -0.008 -0.094 -0.481
C 0.9471 4.3730 -3.4814 -0.075 0.040 0.048 0.975
O 1.8235 3.6031 -3.2472 0.108 -0.100 -0.025 -0.593
O 0.0113 4.7498 -2.5837 -0.097 0.044 0.053 -0.507
H -2.2287 5.8759 -1.5731 0.007 0.001 0.003 0.231
H -2.7597 6.5897 -3.0968 -0.020 -0.004 0.002 0.230
H -2.6496 4.8270 -2.9407 -0.007 0.006 0.001 0.217
H -0.2795 6.7617 -2.8311 -0.050 0.014 0.027 0.190
H -0.5156 6.5117 -5.2279 0.024 0.028 0.030 0.215
H -1.2882 4.9125 -5.0376 -0.011 0.035 -0.040 0.184
```
Positions in Å, forces in eV/Å.

## Properties
charge = +1
LUMO level = -2.86 eV
HOMO = -13.06 eV
orbital gap = 10.2 eV

---

2.
C17H31CdF5P2 as an isolated structure. Source: the Open Molecules 2025 dataset; level of theory: ωB97M-V with the def2-TZVPD basis set.

Geometry as XYZ:
```
56
Properties=species:S:1:pos:R:3:forces:R:3:nbo_charge:R:1
P 0.2717 -1.5406 -1.5684 -0.899 0.506 -2.396 1.207
P 0.3686 1.7056 -0.8328 -0.587 -0.774 -2.021 1.173
C 0.6838 -0.2247 -2.8320 0.511 -0.407 -0.319 -0.737
C 1.3981 0.9423 -2.1716 0.153 0.266 -0.164 -0.716
H -0.2437 0.0771 -3.3401 0.455 -0.108 0.304 0.242
H 1.3114 -0.7129 -3.5946 0.098 0.337 0.107 0.223
H 2.3505 0.6204 -1.7236 -0.177 -0.033 -0.101 0.215
H 1.6206 1.7122 -2.9240 0.153 -0.076 0.201 0.223
C -0.2167 3.1807 -1.7798 0.226 0.417 0.191 -0.956
H -0.5018 3.9754 -1.0797 -0.086 -0.116 -0.126 0.239
H -1.0726 2.9809 -2.4382 0.231 -0.247 0.310 0.253
H 0.6076 3.5513 -2.4021 -0.141 0.062 0.192 0.224
C 1.5730 2.4993 0.2945 0.189 0.801 -0.107 -1.044
H 1.6897 3.5539 0.0175 0.214 -0.069 0.066 0.275
H 2.6148 2.0635 0.1658 -0.752 0.228 -0.044 0.185
H 1.1341 2.5262 1.3064 0.408 -0.073 -0.520 0.292
C -0.6973 -2.5625 -2.7502 0.415 -0.169 -0.278 -0.969
H -0.9669 -3.5312 -2.3204 0.177 0.207 -0.148 0.236
H -0.0866 -2.7189 -3.6411 -0.068 -0.058 -0.155 0.208
H -1.6105 -2.0240 -3.0187 0.152 -0.133 0.149 0.251
C 1.8047 -2.5145 -1.5142 0.572 -0.247 -0.301 -0.999
H 2.6693 -1.8391 -1.5734 -0.098 -0.261 0.074 0.226
H 1.8041 -3.1832 -2.3875 0.317 0.065 0.311 0.228
H 1.8658 -3.1145 -0.5970 0.042 0.184 -0.243 0.238
Cd 2.7321 0.8939 1.8937 -1.122 0.545 1.509 1.273
C -1.6219 0.8346 -0.6963 -1.125 -0.624 1.922 -0.233
C -2.1037 -0.0427 -1.6996 1.534 1.096 -0.360 -0.480
C -3.4089 -0.6602 -1.3827 -0.699 -1.334 0.918 -0.398
C -3.3474 -1.8229 -0.2912 -1.643 0.340 -0.624 -0.455
C -2.1257 -2.6007 -0.3228 3.060 -0.425 1.288 -0.262
C -0.7982 -2.1379 -0.0085 -2.627 -0.808 2.547 -0.438
C -0.6148 -0.9703 0.9991 -0.200 -0.739 0.193 -0.403
C -1.5106 0.2435 0.7658 -0.577 0.901 -0.060 -0.460
C 3.1195 -0.6774 3.1891 0.607 -1.554 -0.044 -1.156
H -2.2222 1.7716 -0.6571 1.359 0.412 0.001 0.199
H -1.9792 0.3153 -2.7228 -0.635 0.325 0.025 0.171
H -3.9063 -1.0346 -2.3028 0.440 0.086 0.489 0.213
H -4.0785 0.1177 -0.9576 -0.064 -0.313 -0.259 0.167
H -3.5796 -1.4047 0.7077 0.119 -0.138 -0.454 0.195
H -4.1570 -2.5456 -0.4972 0.012 0.478 0.069 0.214
H -2.2040 -3.6597 -0.5727 0.050 0.312 -0.065 0.193
H -0.1797 -3.0197 0.2849 -0.083 0.663 -0.459 0.246
H 0.4509 -0.6567 1.0818 -0.283 -0.198 -0.510 0.167
H -0.8284 -1.3668 2.0018 -0.204 0.110 -0.097 0.220
H -2.5078 0.0071 1.1614 0.161 0.208 -0.290 0.219
H -1.1432 1.0443 1.4277 -0.188 -0.220 -0.256 0.226
H 4.1554 -0.6323 3.5353 -0.182 -0.279 -0.050 0.221
H 2.9187 -1.5985 2.6208 0.346 0.070 0.479 0.213
H 2.4291 -0.6162 4.0437 0.206 0.283 -0.541 0.233
F -0.0126 2.0593 3.0343 -0.314 0.476 0.334 -0.392
C 1.3061 2.1212 3.4691 1.222 -1.209 -0.764 0.066
F 1.7237 3.4284 3.2977 -0.354 0.780 0.332 -0.392
C 1.2890 1.8539 4.9711 -0.427 0.476 -0.185 0.894
F 0.6890 0.6656 5.2400 0.570 0.678 -0.019 -0.326
F 2.5522 1.8463 5.4685 -0.816 -0.151 -0.186 -0.327
F 0.5922 2.8215 5.6229 0.355 -0.552 0.135 -0.329
```
Positions in Å, forces in eV/Å.

## Properties
charge = 0
energy above the lowest of the compared OMol25 structures with the same formula, charge and spin = 431.8 kJ/mol
LUMO level (spin up / spin down) = -0.91 / -0.91 eV
HOMO (spin up / spin down) = -5.74 / -5.72 eV
orbital gap (spin up / spin down) = 4.8 / 4.8 eV

---

3.
C17H31Cl3O2P2Pt as an isolated structure. Source: the Open Molecules 2025 dataset; level of theory: ωB97M-V with the def2-TZVPD basis set.

Geometry as XYZ:
```
56
Properties=species:S:1:pos:R:3:forces:R:3:nbo_charge:R:1
P 1.8241 1.1332 2.7149 0.096 -1.153 -2.011 0.858
P -3.1427 -0.6448 -1.3789 1.561 1.269 4.680 1.885
C -0.4016 0.4465 -0.7117 -0.385 -1.570 0.204 -0.815
C -1.7528 0.5750 -1.3750 -0.279 -0.057 -0.373 -0.730
H -0.0178 -0.5943 -0.8811 -0.372 1.366 -1.458 0.218
H 0.2797 1.3369 -0.9153 -1.503 -1.294 -0.720 0.212
H -2.2675 1.5126 -1.1631 -0.177 0.157 0.096 0.233
H -1.4316 0.6151 -2.4187 -0.619 0.276 -0.790 0.205
C -2.6042 -2.2749 -1.8083 -0.280 -0.132 -0.926 -1.029
H -3.4694 -2.9320 -1.9998 0.410 0.188 0.118 0.282
H -1.9727 -2.6729 -0.9955 -0.278 0.301 -0.250 0.323
H -2.0357 -2.0990 -2.7385 -0.057 -0.518 0.237 0.253
C -4.5418 0.1075 -2.1485 -0.490 0.462 -1.724 -1.031
H -4.7353 -0.3503 -3.1329 0.080 0.080 0.260 0.262
H -4.3371 1.1794 -2.3487 0.000 -0.603 0.286 0.269
H -5.4658 0.0086 -1.5749 0.333 -0.181 0.288 0.314
C 2.4539 -0.0970 3.8240 -0.200 1.499 1.994 -0.994
H 1.9076 0.1646 4.7534 0.823 -0.960 0.232 0.240
H 3.5195 0.1588 3.8568 -0.150 -0.582 0.625 0.252
H 2.2686 -1.0915 3.4498 -0.180 -0.133 0.036 0.266
C 1.2540 2.7566 3.1954 0.288 -1.006 0.695 -0.967
H 0.4930 3.0365 2.4897 -0.416 0.165 -0.058 0.269
H 2.1192 3.3908 3.1418 0.088 0.656 0.359 0.246
H 0.8915 2.5511 4.1884 -0.419 0.970 0.612 0.243
Pt 0.8973 0.2389 0.8620 -3.737 2.992 5.039 0.557
C 1.5423 0.6604 -2.4167 0.195 -2.439 -1.647 -0.185
C 1.6327 -0.6945 -2.3488 -0.176 1.674 -0.918 -0.173
C 2.8154 -1.4638 -1.8710 0.427 0.330 -0.352 -0.454
C 3.6665 -0.6694 -0.8787 -0.242 -0.523 0.030 -0.421
C 2.8431 -0.1067 0.2569 1.532 -1.479 -1.046 -0.363
C 2.7324 1.2652 0.3674 1.793 1.532 -0.598 -0.217
C 2.8961 2.2146 -0.8710 0.486 -0.917 -0.063 -0.445
C 2.6759 1.5857 -2.2844 0.417 0.534 0.492 -0.452
C -0.6693 0.1600 2.4065 -0.214 -0.317 -0.200 -0.924
H 0.6490 1.1669 -2.7614 -0.049 -0.570 -0.281 0.198
H 0.8129 -1.3210 -2.7048 -0.099 0.336 0.258 0.194
H 3.4457 -1.6450 -2.7467 0.045 -0.622 -0.010 0.218
H 2.4611 -2.4182 -1.4370 0.402 0.371 -0.195 0.217
H 4.3864 -1.3421 -0.4262 0.217 -0.274 0.131 0.220
H 4.2920 0.1079 -1.3622 -0.581 -0.560 0.374 0.205
H 2.5474 -0.8217 1.1043 1.875 0.482 -0.611 0.237
H 3.1516 1.6687 1.3687 -0.709 0.160 -1.586 0.214
H 3.9295 2.5786 -0.9236 -0.100 0.160 0.505 0.223
H 2.2490 3.0980 -0.8058 0.050 -0.261 0.397 0.221
H 2.4592 2.4096 -2.9475 0.038 0.449 -0.234 0.217
H 3.5667 1.1181 -2.7096 0.029 0.234 0.328 0.207
H -1.6807 0.6337 2.3479 0.938 -0.255 -0.653 0.228
H -0.2939 0.4806 3.3986 -0.302 -0.460 -0.147 0.150
H -0.8015 -0.9373 2.3924 -0.150 0.421 0.323 0.247
Cl -5.5338 -1.0752 2.7489 -0.331 -0.502 0.088 -0.048
C -4.9369 -2.2436 1.4959 3.348 1.141 -1.078 -0.159
Cl -4.8088 -3.9426 2.0209 -0.581 0.886 0.177 0.023
Cl -6.2268 -2.0626 0.0880 -0.416 -0.098 -0.412 -0.225
C -3.5237 -1.7934 1.0200 -3.813 -1.255 1.404 0.495
O -2.5458 -2.4359 1.3493 2.149 -0.520 -0.336 -0.672
O -3.4661 -0.6302 0.2446 -0.312 0.153 -1.590 -0.796
```
Positions in Å, forces in eV/Å.

## Properties
charge = 0
energy above the lowest of the compared OMol25 structures with the same formula, charge and spin = 748.9 kJ/mol
LUMO level (spin up / spin down) = 0.15 / -0.37 eV
HOMO (spin up / spin down) = -4.21 / -6.09 eV
expectation value of S² = 2.008
2S+1 = 3
orbital gap (spin up / spin down) = 4.4 / 5.7 eV